1.
Formula: C5H16N3
Source: the Open Molecules 2025 dataset
Level of theory: wB97M-V/def2-TZVPD

For the total energy, the calculation gives -9906.822 eV. Its net charge is +1. As for the spin multiplicity: 1.

Last column: natural (NBO) charge in e.
CARTESIAN COORDINATES (ANGSTROEM)
C1 2.51352 1.57607 0.07496  -0.4345
C2 0.72619 0.95958 -1.68425  0.6999
N1 2.10845 0.85648 -1.14301  -0.5707
N2 -0.21625 1.82240 -1.17904  -0.7705
N3 0.26214 0.08670 -2.60051  -0.7489
H1 2.68700 0.14299 -1.44082  0.4164
H2 0.12634 2.73802 -0.84089  0.4392
H3 -1.09929 1.78002 -1.63779  0.4152
H4 0.83033 -0.54780 -3.04242  0.4297
H5 -0.80272 0.05076 -2.55571  0.4299
H6 3.59670 1.37286 0.02135  0.2419
H7 2.16554 0.89350 1.01448  0.2217
H8 2.22533 2.64586 0.16433  0.2289
C3 -1.49193 -0.68038 1.45100  -0.3728
C4 -2.20328 -1.75891 0.51471  -0.6109
C5 -0.23079 -1.32101 2.15783  -0.6298
H9 -2.27785 -0.49893 2.26899  0.1984
H10 -1.39900 0.16642 0.95290  0.1704
H11 -2.12300 -2.79391 0.71070  0.2191
H12 -3.30381 -1.42232 0.56077  0.2128
H13 -0.73367 -1.92327 2.91324  0.2358
H14 0.39348 -0.45334 2.30971  0.2086
H15 -1.89925 -1.58940 -0.48836  0.1702
H16 0.14581 -2.10239 1.49784  0.2001

Forces on the atoms, in the same order (eV/Å):
0.1 -2.8 1.7
2.9 -1.1 1.8
-7.0 3.5 -1.2
3.1 -0.1 0.2
-2.9 2.9 2.5
0.9 -1.7 -1.0
-0.6 -1.0 -0.1
-0.5 0.5 -0.2
1.1 -2.0 -1.1
2.3 -0.6 -1.0
-0.3 1.1 0.5
0.5 2.1 -1.9
0.3 -0.9 -0.3
-2.3 -6.3 3.3
-2.0 3.5 0.8
-2.5 0.4 -2.0
1.3 0.1 -1.0
0.9 3.9 -2.3
0.2 -0.9 0.8
1.4 -1.0 -0.4
1.0 0.6 1.0
0.8 -0.6 1.1
0.4 0.0 -1.2
0.7 0.5 -0.2

2.
Formula: C5H16N3
Source: the Open Molecules 2025 dataset
Level of theory: wB97M-V/def2-TZVPD

For the total energy, the calculation gives -9909.106 eV. Its net charge is +1. As for the spin multiplicity: 1.

Last column: natural (NBO) charge in e.
CARTESIAN COORDINATES (ANGSTROEM)
C1 2.51204 -2.59311 -0.80458  -0.6188
C2 2.86001 -1.15973 -1.12188  -0.6167
H1 2.94783 -3.01021 0.10605  0.2212
H2 1.43809 -2.67621 -0.61113  0.1823
H3 2.69290 -3.32763 -1.58563  0.2270
H4 1.99591 -0.63474 -1.53187  0.1705
H5 3.67900 -0.94617 -1.80804  0.2288
H6 3.17665 -0.55049 -0.27117  0.2096
C3 -0.51565 -0.73837 0.10286  -0.2288
C4 -1.64886 -1.68717 -0.26609  -0.6350
C5 -0.92481 1.66895 0.55892  0.6821
N1 -1.06520 0.38486 0.87443  -0.5377
N2 -0.02971 2.06100 -0.35401  -0.7694
N3 -1.68068 2.57831 1.17806  -0.7545
H7 0.31278 -1.15033 0.66282  0.2323
H8 -0.12156 -0.44295 -0.86267  0.1985
H9 -2.14550 -1.33114 -1.16024  0.2258
H10 -2.34078 -1.89887 0.54478  0.2186
H11 -1.96241 0.14890 1.27748  0.4122
H12 0.20791 1.44540 -1.11410  0.4274
H13 0.23245 3.03093 -0.46480  0.4276
H14 -2.29362 2.28412 1.92207  0.4196
H15 -1.41484 3.55004 1.21368  0.4260
H16 -1.29493 -2.69361 -0.48336  0.2514

Forces on the atoms, in the same order (eV/Å):
-0.6 -0.8 0.5
0.4 1.2 0.0
0.4 0.3 -0.1
0.0 0.0 -0.1
0.2 0.3 -0.3
0.0 0.0 -0.2
0.0 -0.7 -0.3
-0.3 -0.3 0.4
-0.3 -0.3 -0.3
0.3 -0.9 0.3
0.3 0.3 -0.1
-0.6 0.1 -0.9
0.0 0.1 0.1
-0.1 0.1 0.5
0.0 -0.4 0.2
0.3 0.5 0.1
-0.4 0.1 0.1
-0.3 0.5 0.2
0.1 0.1 0.3
0.3 -0.1 0.2
-0.3 -0.2 0.0
0.1 0.0 0.1
0.0 0.0 -0.3
0.4 0.1 -0.3

3.
Formula: C5H16N3
Source: the Open Molecules 2025 dataset
Level of theory: wB97M-V/def2-TZVPD

For the total energy, the calculation gives -9903.648 eV. Its net charge is +1. As for the spin multiplicity: 1.

Last column: natural (NBO) charge in e.
CARTESIAN COORDINATES (ANGSTROEM)
N1 -0.01744 -3.35640 3.28763  -1.1304
C1 0.37832 -0.25742 0.13004  0.3328
C2 0.77323 1.13380 -0.19879  -0.5556
C3 -0.13093 2.22958 0.53526  -0.1979
N2 0.48746 3.40464 1.12729  -0.7793
C4 0.32923 -1.27695 -0.95469  -0.3603
N3 -0.88636 -1.28433 -1.76541  -0.5226
C5 -1.05021 -0.22581 -2.74688  -0.4587
H1 -0.17442 -2.48558 2.84032  0.3545
H2 0.96687 -3.51016 3.46726  0.3745
H3 -0.60809 -4.23001 3.19943  0.4063
H4 0.95908 -0.63711 1.01396  0.2374
H5 1.72278 1.26610 0.37053  0.3128
H6 0.83311 1.43656 -1.23411  0.2621
H7 -0.91789 2.56260 -0.16246  0.2288
H8 -0.58855 1.81516 1.45549  0.2158
H9 0.90911 3.15894 2.00301  0.3667
H10 1.15609 3.93036 0.58961  0.3753
H11 0.55081 -2.28488 -0.62349  0.2481
H12 1.17481 -1.01008 -1.66608  0.2899
H13 -1.57414 -1.14878 -1.01965  0.3522
H14 -1.89919 -0.42833 -3.40014  0.2450
H15 -1.15840 0.79521 -2.38524  0.1819
H16 -0.29577 -0.36868 -3.52683  0.2208

Forces on the atoms, in the same order (eV/Å):
0.1 -1.9 0.8
5.3 0.1 -2.3
-1.2 -0.1 1.5
-0.7 1.4 1.7
0.1 -0.7 -0.6
0.5 0.2 -0.8
-1.0 0.7 1.5
0.0 -0.5 -1.5
-0.8 0.0 -0.5
-0.4 -0.3 -0.1
1.1 2.2 -0.3
-1.9 0.4 0.3
-0.4 -0.3 -0.5
0.1 -0.5 -0.3
0.3 -0.5 0.2
-0.2 -0.4 -1.0
0.2 0.2 0.4
0.0 0.1 -0.4
-0.2 -0.1 0.3
-0.5 0.0 0.9
-0.7 -0.5 -0.8
-0.6 -0.1 0.6
0.3 0.1 0.0
0.6 0.6 0.5

4.
Formula: C5H16N3
Source: the Open Molecules 2025 dataset
Level of theory: wB97M-V/def2-TZVPD

For the total energy, the calculation gives -9908.383 eV. Its net charge is +1. As for the SMILES: C[C@@H](CN)NCC[NH3+]. As for the spin multiplicity: 1.

Last column: natural (NBO) charge in e.
CARTESIAN COORDINATES (ANGSTROEM)
C1 -0.99542 0.63528 2.25940  -0.6235
C2 -0.62074 0.57636 0.78276  -0.0548
C3 0.64370 1.39095 0.48140  -0.2136
N1 0.31160 2.76285 0.16460  -0.8495
N2 -0.43197 -0.85357 0.40710  -0.6702
C4 -0.94185 -1.26450 -0.91046  -0.2411
C5 0.22308 -1.22906 -1.92697  -0.2403
N3 1.41863 -1.72469 -1.18181  -0.7069
H1 -0.84827 1.63849 2.65256  0.2392
H2 -2.05341 0.41783 2.40341  0.2253
H3 -0.42906 -0.10348 2.82542  0.2091
H4 -1.45038 0.93682 0.17501  0.1928
H5 1.29435 1.35896 1.35660  0.2074
H6 1.17873 0.91416 -0.34462  0.1345
H7 0.88214 3.44508 0.64826  0.3816
H8 0.26894 3.00327 -0.80826  0.3711
H9 -0.77153 -1.51112 1.09515  0.3969
H10 -1.32593 -2.26964 -0.86625  0.2149
H11 -1.70292 -0.57936 -1.25463  0.2228
H12 0.01079 -1.86793 -2.77348  0.2347
H13 0.39928 -0.23426 -2.28465  0.2256
H14 1.24392 -1.34613 -0.21293  0.4672
H15 2.29762 -1.35510 -1.51682  0.4405
H16 1.39871 -2.74119 -1.17080  0.4364

Forces on the atoms, in the same order (eV/Å):
-0.5 0.2 -0.3
-0.2 -0.9 0.3
-0.2 0.2 -0.3
0.1 0.4 0.8
0.0 -0.4 -0.4
1.0 0.7 0.3
-0.6 -0.3 0.3
-0.3 0.3 -0.2
0.2 0.0 0.1
0.0 -0.1 0.0
0.2 0.2 0.1
0.0 0.4 0.0
0.1 0.0 0.0
0.2 -0.1 -0.1
-0.1 -0.2 -0.1
0.0 -0.1 -0.2
-0.1 0.4 0.3
-0.3 -0.3 0.1
-0.4 0.0 -0.2
0.1 -0.1 -0.2
0.3 0.5 -0.1
-0.3 -0.2 0.2
0.3 -0.2 -0.3
0.4 -0.1 0.1

5.
Formula: C5H16N3
Source: the Open Molecules 2025 dataset
Level of theory: wB97M-V/def2-TZVPD

For the total energy, the calculation gives -9907.145 eV. Its net charge is +1. As for the spin multiplicity: 1.

Last column: natural (NBO) charge in e.
CARTESIAN COORDINATES (ANGSTROEM)
C1 -1.52865 2.29902 -0.29313  -0.2334
N1 -1.65138 3.19774 -1.42826  -0.8130
C2 -1.85255 0.88751 -0.77095  -0.2260
N2 -1.68921 -0.08543 0.36528  -0.6697
H1 -2.21008 2.53562 0.54065  0.1723
H2 -0.51271 2.34838 0.10127  0.2034
H3 -2.49919 3.00714 -1.95114  0.3617
H4 -1.70205 4.15975 -1.11730  0.3866
H5 -1.15366 0.59519 -1.54919  0.2419
H6 -2.88624 0.85327 -1.09924  0.2265
H7 -1.98820 -1.01938 0.07513  0.4470
H8 -0.70610 -0.12925 0.64954  0.4492
H9 -2.26229 0.15213 1.17875  0.4426
C3 2.95139 -1.17329 -0.73822  -0.6095
C4 1.77412 -1.39672 0.19967  -0.2417
C5 1.44274 -2.60323 2.16603  -0.0512
N3 2.23465 -1.89653 1.49136  -0.3739
H10 2.60360 -0.99011 -1.75503  0.2114
H11 3.53764 -0.32628 -0.39560  0.2248
H12 3.58740 -2.05526 -0.75388  0.2318
H13 1.01268 -2.05881 -0.24286  0.1598
H14 1.29185 -0.42900 0.41020  0.1453
H15 0.47134 -2.92735 1.76378  0.1176
H16 1.73490 -2.94511 3.15317  0.1966

Forces on the atoms, in the same order (eV/Å):
-0.4 0.0 0.1
0.0 -0.2 0.1
0.4 0.7 0.3
-0.2 -0.3 -0.1
0.0 0.0 0.0
0.1 0.0 0.0
0.0 0.1 0.0
0.1 0.0 -0.1
-0.2 -0.2 -0.2
0.0 -0.3 -0.2
0.2 0.0 0.0
0.0 -0.1 0.1
0.1 0.2 0.0
-0.3 -0.1 -0.1
0.1 -0.1 0.2
0.1 -0.1 -0.3
-0.2 0.4 0.1
0.0 0.1 0.0
0.1 0.0 0.0
0.0 0.0 0.0
0.1 -0.1 0.0
0.1 0.1 -0.1
-0.1 0.0 0.1
0.0 -0.1 0.0

The energy relative to the best compared isomer or geometry (same formula, charge and spin) results, record by record, are as follows: 2.8943 0.6099 6.0685 1.3336 2.5713 eV.